Below is one molecule with the formula C5H7ClS2 at a distorted geometry, with properties calculated with ωB97M-V with the def2-TZVPD basis set.

ORCA input file:
```
! wB97M-V def2-TZVPD RIJCOSX def2/J DEFGRID3
* xyz 0 1
C -0.06697 0.74986 -0.17258
H 0.85410 1.10944 -2.03525
H 1.20172 -1.69217 0.51442
H 0.81881 0.17642 1.71310
C -0.05664 -0.10379 1.10063
S -2.73240 0.00727 -0.71879
C 1.17367 0.67178 -1.10208
H -0.99044 0.21035 1.61189
Cl -0.13861 2.50687 0.46857
H -1.11394 1.23184 -1.99795
H -0.44723 -1.96416 -0.01399
C -1.32498 0.69379 -1.06224
S 2.64067 0.19183 -0.74663
H 0.03879 -2.23094 1.64127
C 0.14345 -1.55836 0.79965
*
```

Properties
Electronic energy = -1451.22253 Eh
SMILES = CCC(Cl)(C=S)C=S
Energy relative to the best compared isomer or geometry (same formula, charge and spin) = 1.3067 eV
LUMO level = -1.4 eV
Kohn-Sham gap = 7.713 eV
HOMO level = -9.09 eV

Results of the Mulliken charge analysis, in e, for atoms 1 through 5:
1. C 0.858
2. H 0.207
3. H 0.287
4. H 0.340
5. C -0.802